1.
{
  "formula": "C4H5NO",
  "method": "the ωB97M-V functional and the def2-TZVPD basis",
  "species": ["N", "C", "C", "C", "O", "C", "H", "H", "H", "H", "H"],
  "coordinates": [[2.6204, -0.9332, 0.6499], [1.6202, -0.7639, 0.0972], [0.3221, -0.5653, -0.5361], [-1.8391, 0.0967, 1.1602], [-1.6217, 0.7046, 0.0334], [-0.2474, 0.8541, -0.3988], [0.3420, -0.8928, -1.5769], [-0.8277, -0.1287, 1.6009], [-0.3902, -1.2396, -0.0348], [0.2786, 1.4597, 0.3436], [-0.2572, 1.4082, -1.3386]],
  "mulliken_charge": [-0.397, 0.298, -0.426, -0.316, -0.189, -0.508, 0.329, 0.221, 0.308, 0.370, 0.309],
  "homo_lumo_gap_ev": 9.25,
  "homo_ha": -0.3364
}

2.
{
  "formula": "C7H11N4",
  "method": "the ωB97M-V functional and the def2-TZVPD basis",
  "species": ["C", "N", "N", "C", "C", "C", "C", "C", "C", "N", "N", "H", "H", "H", "H", "H", "H", "H", "H", "H", "H", "H"],
  "coordinates": [[-1.7085, 0.7681, -0.9515], [-1.6689, -0.6159, -1.2070], [-2.3221, -1.1125, -2.2836], [-1.1884, -1.4620, -0.3599], [-0.6509, -1.2132, 0.9263], [0.4161, -0.4048, 1.0139], [1.2538, -0.3105, 2.2032], [2.3711, 0.3722, 1.8548], [2.0829, 0.8168, 0.4928], [2.9892, 1.7062, -0.0657], [0.9822, 0.3550, -0.0570], [-2.5464, 1.2456, -1.4551], [-1.6710, 0.8094, 0.1182], [-0.9865, 1.2891, -1.4150], [-2.6653, -0.5237, -2.9680], [-3.2039, -1.6095, -1.9847], [-1.3727, -2.4847, -0.6480], [-0.8394, -1.9363, 1.6423], [0.9823, -0.7065, 3.1791], [3.2571, 0.7126, 2.4552], [3.7358, 2.1638, 0.3723], [2.7536, 2.1408, -0.8623]],
  "mulliken_charge": [-0.979, 0.537, -0.931, 0.370, -0.947, 0.745, -1.142, -0.295, 0.605, -0.374, -0.438, 0.398, 0.417, 0.385, 0.270, 0.292, 0.476, 0.462, 0.420, 0.313, 0.199, 0.218],
  "homo_lumo_gap_ev": 7.90,
  "total_charge": 1,
  "homo_ha": -0.4640,
  "smiles": "C/[N+](N)=C\\C=C1\\C=CC(N)=N1"
}

3.
{
  "formula": "C21H23NO11P2S",
  "method": "the ωB97M-V functional and the def2-TZVPD basis",
  "species": ["C", "C", "S", "C", "O", "P", "O", "O", "O", "P", "N", "O", "H", "H", "H", "H", "H", "H", "H", "H", "H", "H", "H", "O", "C", "C", "C", "C", "O", "C", "C", "H", "H", "H", "H", "O", "C", "C", "C", "C", "O", "C", "C", "H", "H", "H", "H", "O", "C", "C", "C", "C", "O", "C", "C", "H", "H", "H", "H"],
  "coordinates": [[4.4737, 0.0034, 0.3173], [3.6147, 1.2056, -0.0471], [2.3579, 0.8091, -1.3055], [0.8841, 1.1950, -0.3368], [-0.2184, 0.6243, -1.0449], [-1.3467, -0.1607, -0.2718], [-2.4352, -0.5814, -1.1452], [-1.7966, 0.8134, 0.9143], [-0.6267, -1.3083, 0.5413], [-0.0421, -2.7872, -0.1375], [1.6163, -2.4971, -0.2869], [-0.3841, -2.4871, -1.6963], [4.7796, -0.5469, -0.5741], [5.3728, 0.3168, 0.8521], [3.9352, -0.7015, 0.9570], [3.0875, 1.5910, 0.8289], [4.2174, 2.0247, -0.4401], [0.9897, 0.7430, 0.6560], [0.7122, 2.2652, -0.2370], [-1.3198, 0.6673, 1.7444], [2.0335, -2.6377, 0.6320], [1.8374, -1.5412, -0.5793], [-1.3332, -2.5613, -1.8921], [6.2267, -3.1617, -1.1663], [5.7970, -4.2936, -1.2376], [4.4232, -4.6252, -0.7831], [3.9530, -5.8669, -0.8579], [4.7824, -6.9742, -1.3979], [4.3569, -8.1063, -1.4663], [6.1577, -6.6406, -1.8534], [6.6275, -5.3989, -1.7802], [3.8294, -3.8043, -0.4056], [2.9535, -6.1342, -0.5384], [6.7398, -7.4662, -2.2426], [7.6242, -5.1283, -2.1049], [-4.2439, 4.8830, -3.6946], [-3.3086, 4.7837, -2.9320], [-2.1076, 5.6486, -3.0738], [-1.0788, 5.5436, -2.2385], [-1.0900, 4.5573, -1.1304], [-0.1446, 4.4590, -0.3732], [-2.2884, 3.6955, -0.9822], [-3.3162, 3.7988, -1.8201], [-2.1287, 6.3566, -3.8925], [-0.1906, 6.1571, -2.3198], [-2.2707, 2.9855, -0.1652], [-4.1996, 3.1781, -1.7405], [-7.9620, 0.3426, 2.9452], [-6.8924, 0.8377, 3.2241], [-6.6648, 1.4765, 4.5481], [-5.4926, 2.0207, 4.8617], [-4.3631, 2.0109, 3.8985], [-3.2859, 2.4922, 4.1841], [-4.5901, 1.3816, 2.5750], [-5.7606, 0.8325, 2.2619], [-7.5068, 1.4653, 5.2285], [-5.2990, 2.4886, 5.8186], [-3.7474, 1.3959, 1.8972], [-5.9479, 0.3610, 1.3052]],
  "mulliken_charge": [-1.052, -0.410, -0.179, -0.641, -0.195, 0.949, -0.776, -0.332, -0.243, 0.035, -0.318, -0.487, 0.304, 0.427, 0.177, 0.323, 0.403, 0.480, 0.497, 0.309, 0.317, 0.072, 0.345, -0.524, 0.405, -0.109, -0.325, 0.329, -0.540, -0.453, -0.347, 0.322, 0.427, 0.396, 0.415, -0.541, 0.264, -0.421, -0.452, 0.374, -0.594, -0.145, -0.313, 0.411, 0.419, 0.502, 0.459, -0.535, 0.314, -0.382, -0.421, 0.353, -0.562, -0.131, -0.440, 0.410, 0.417, 0.536, 0.474],
  "homo_lumo_gap_ev": 7.77,
  "homo_ha": -0.3410,
  "smiles": "CCSCO[P@](=O)(O)OP(N)O.O=C1C=CC(=O)C=C1.O=C1C=CC(=O)C=C1.O=C1C=CC(=O)C=C1"
}

4.
{
  "formula": "C3H13NO3",
  "method": "the ωB97M-V functional and the def2-TZVPD basis",
  "species": ["C", "C", "N", "C", "H", "H", "H", "H", "H", "H", "H", "H", "H", "O", "H", "H", "O", "H", "H", "O"],
  "coordinates": [[-1.3386, -1.0893, -2.5941], [-0.7043, 0.0748, -2.8563], [0.1677, 0.6667, -1.9239], [0.0387, 2.2153, -1.7693], [-1.5347, -1.8773, -3.3303], [-1.4056, -1.4187, -1.5107], [-0.5651, 0.4051, -3.9320], [-0.2008, 0.2841, -0.9942], [0.8692, 2.5582, -1.1490], [-1.0091, 2.4200, -1.4993], [0.2642, 2.6849, -2.7903], [1.4613, -1.5794, 2.8689], [2.0984, -2.4356, 1.7808], [2.2021, -1.6401, 2.2950], [0.4738, 0.8990, 1.8743], [-0.6457, 0.1355, 1.5966], [-0.1788, 0.8069, 1.2116], [-0.9722, -0.0100, 3.7350], [-0.6787, -1.3831, 4.1649], [-0.4362, -0.7361, 3.4896]],
  "mulliken_charge": [-0.678, 0.399, -0.087, -0.743, 0.304, 0.250, 0.332, 0.240, 0.286, 0.343, 0.371, 0.315, 0.306, -0.608, 0.312, 0.310, -0.607, 0.308, 0.295, -0.646],
  "homo_lumo_gap_ev": [9.88, 6.13],
  "total_charge": 1,
  "multiplicity": 2,
  "homo_ha": [-0.5095, -0.5095],
  "s_squared": 0.77
}